The following is a quantum chemistry calculation of a single CH4O2S2 molecule, from OMol25.

## Properties
E_tot in Eh: -987.3154
Gap between HOMO and LUMO in eV: 8.933
Strongest force on any atom in eV/Å: 4.54
Charge: 0
LUMO level in eV: 0.4
ΔE to the lowest compared entry with this formula, charge and spin in kcal per mole: 21.4

Positions of all 9 atoms, in Å:
1 S 1.19962 -1.60745 -0.74496
2 H 1.13002 -2.20164 -2.03044
3 H 0.22757 1.12989 1.83406
4 O 0.15383 1.66805 0.98285
5 H -1.07440 -1.05164 0.53967
6 C -0.39379 0.74641 0.16763
7 O -0.76758 -0.26003 0.97563
8 H -1.33267 1.24628 -0.50270
9 S 0.85741 0.33011 -1.22173

The following is a quantum chemistry calculation of 2 unconnected molecules or ions with the total composition CH4O3S, from OMol25.

## Properties
E_tot in Eh: -664.3442
Gap between HOMO and LUMO in eV: 10.965
Strongest force on any atom in eV/Å: 2.79
Charge: 0
LUMO level in eV: 0.4
ΔE to the lowest compared entry with this formula, charge and spin in kcal per mole: 48.9

Positions of all 9 atoms, in Å:
1 H 0.06341 -1.15610 -0.10483
2 S -2.13531 0.33537 0.24659
3 H 2.92558 0.01069 0.21759
4 C 1.72209 0.01741 0.18603
5 H -2.09045 0.96366 -1.07569
6 O -1.66484 -1.07946 -0.01552
7 O 1.11131 -1.13699 -0.02799
8 O 1.07560 1.01865 0.37673
9 H -1.00739 1.02677 0.19708

The following is a quantum chemistry calculation of a single CH4O5 molecule, from OMol25.

## Properties
E_tot in Eh: -416.5986
Gap between HOMO and LUMO in eV: 10.758
Strongest force on any atom in eV/Å: 3.51
Charge: 0
LUMO level in eV: -0.1
ΔE to the lowest compared entry with this formula, charge and spin in kcal per mole: 0.0

Positions of all 10 atoms, in Å:
1 O -0.08811 -0.53309 1.02798
2 O -0.12128 1.18522 -0.36919
3 H 1.44153 -0.98966 -0.63216
4 O 0.62708 -0.84548 -1.13421
5 H 0.00502 1.43368 -1.29489
6 O 1.27983 0.23296 1.36169
7 O -1.53684 -0.61614 -0.68359
8 H 0.81286 0.82821 1.97418
9 C -0.27609 -0.24299 -0.29835
10 H -2.14400 -0.45272 0.04855

The following is a quantum chemistry calculation of 2 unconnected molecules or ions with the total composition CH4OS, from OMol25.

## Properties
E_tot in Eh: -513.8211
Gap between HOMO and LUMO (alpha / beta) in eV: 7.957 / 7.957
Strongest force on any atom in eV/Å: 3.94
Charge: 0
LUMO level (alpha / beta) in eV: -0.6 / -0.6
ΔE to the lowest compared entry with this formula, charge and spin in kcal per mole: 46.2

Positions of all 7 atoms, in Å:
1 H -1.22710 -0.93498 0.59438
2 H -0.93605 1.57604 0.44914
3 O -0.79857 -0.95499 -0.35967
4 C 0.48446 -0.52515 -0.23920
5 H 1.31817 -0.83859 0.45137
6 S 0.26916 2.04374 0.36824
7 H 0.88993 -0.36607 -1.26425

The following is a quantum chemistry calculation of a single CH4P2 molecule, from OMol25.

## Properties
E_tot in Eh: -723.0957
Gap between HOMO and LUMO (alpha / beta) in eV: 8.060 / 8.060
Strongest force on any atom in eV/Å: 7.17
Charge: 0
LUMO level (alpha / beta) in eV: -0.7 / -0.7
ΔE to the lowest compared entry with this formula, charge and spin in kcal per mole: 32.1

Positions of all 7 atoms, in Å:
1 P -0.58936 -1.00696 0.58247
2 H -0.54106 1.36311 -0.64726
3 P -1.63563 0.90284 0.09989
4 H 1.52334 -0.23643 -1.02237
5 H 1.55527 -1.80166 -0.06769
6 C 1.15512 -0.89172 -0.22179
7 H -1.46768 1.67081 1.27676

The following is a quantum chemistry calculation of a single CH4P2 molecule, from OMol25.

## Properties
E_tot in Eh: -722.9649
Gap between HOMO and LUMO (alpha / beta) in eV: 7.045 / 6.980
Strongest force on any atom in eV/Å: 3.82
Charge: 0
LUMO level (alpha / beta) in eV: 0.7 / -2.0
Spin multiplicity: 3
ΔE to the lowest compared entry with this formula, charge and spin in kcal per mole: 33.7

Positions of all 7 atoms, in Å:
1 H 1.79873 1.29378 0.02621
2 P 1.57449 -0.19057 -0.20353
3 H -0.82883 1.27427 -1.13947
4 P -0.62200 0.19826 -0.25898
5 C -1.98401 -0.70142 -0.05353
6 H -1.60984 -1.53838 0.51899
7 H 1.67145 -0.33595 1.11030

The following is a quantum chemistry calculation of a single CH4S2 molecule, from OMol25.

## Properties
E_tot in Eh: -836.8532
Gap between HOMO and LUMO in eV: 9.668
Strongest force on any atom in eV/Å: 3.06
Charge: 0
LUMO level in eV: 0.5
ΔE to the lowest compared entry with this formula, charge and spin in kcal per mole: 8.1

Positions of all 7 atoms, in Å:
1 C 0.90120 -0.21666 -0.22752
2 H -1.91396 0.78370 1.26572
3 S -0.73636 -0.94956 0.11980
4 H 1.36904 0.45714 0.55213
5 S -2.01890 0.67753 -0.03157
6 H 0.84694 0.23512 -1.27549
7 H 1.55204 -0.98727 -0.40306

The following is a quantum chemistry calculation of a single CH4S2 molecule, from OMol25.

## Properties
E_tot in Eh: -836.8521
Gap between HOMO and LUMO in eV: 8.871
Strongest force on any atom in eV/Å: 1.99
Charge: 0
LUMO level in eV: 0.4
ΔE to the lowest compared entry with this formula, charge and spin in kcal per mole: 8.8

Positions of all 7 atoms, in Å:
1 C -0.25951 -0.09964 -0.79090
2 H 1.18913 0.86329 1.35897
3 S -0.91061 -0.73089 0.77066
4 S 0.76661 -0.23948 2.02257
5 H 0.61222 -0.55332 -1.24139
6 H -0.26211 0.98344 -0.67343
7 H -1.13573 -0.22340 -1.44648

The following is a quantum chemistry calculation of 2 unconnected molecules or ions with the total composition CH4S3, from OMol25.

## Properties
E_tot in Eh: -1235.0127
Gap between HOMO and LUMO (alpha / beta) in eV: 7.126 / 7.122
Strongest force on any atom in eV/Å: 3.95
Charge: 0
LUMO level (alpha / beta) in eV: -2.6 / -2.6
ΔE to the lowest compared entry with this formula, charge and spin in kcal per mole: 25.2

Positions of all 8 atoms, in Å:
1 S 2.00643 -1.95719 -0.54203
2 H -2.18311 0.72501 -0.19627
3 S 2.41736 -0.46597 0.53823
4 H -1.53777 -0.42780 0.92200
5 C -1.28817 0.28816 0.07968
6 H -0.45080 0.93197 0.35964
7 S 2.19672 1.32190 -0.30999
8 H -1.16066 -0.41608 -0.85126

The following is a quantum chemistry calculation of a single CH4S3 molecule, from OMol25.

## Properties
E_tot in Eh: -1234.9868
Gap between HOMO and LUMO in eV: 7.527
Strongest force on any atom in eV/Å: 4.07
Charge: 0
LUMO level in eV: -1.2
ΔE to the lowest compared entry with this formula, charge and spin in kcal per mole: 41.5

Positions of all 8 atoms, in Å:
1 C 0.33535 -1.48502 -0.10033
2 H 0.59520 -2.35990 0.47900
3 S -0.07319 1.65770 -0.32250
4 S 0.10038 -0.17335 1.21913
5 S -1.68857 2.50766 -0.84757
6 H -0.65149 -1.62288 -0.54582
7 H 0.38694 2.47508 0.91615
8 H 0.99538 -0.99930 -0.79806

The following is a quantum chemistry calculation of a molecular structure, CH4S4, from OMol25.

## Properties
E_tot in Eh: -1633.2070
Gap between HOMO and LUMO in eV: 8.087
Strongest force on any atom in eV/Å: 4.37
Charge: 0
LUMO level in eV: -0.6
ΔE to the lowest compared entry with this formula, charge and spin in kcal per mole: 11.2

Positions of all 9 atoms, in Å:
1 C -1.52002 -0.64503 -0.13267
2 H -1.46252 -1.68985 -0.39533
3 S 1.93085 -0.83758 -0.47638
4 S 2.52628 0.82937 0.32036
5 H 2.19752 0.99870 1.65205
6 S -0.23856 0.21631 -1.20626
7 H -2.47791 -0.30008 -0.22599
8 H -1.01214 -0.44100 0.81814
9 S 0.05649 1.86915 -0.35392

The following is a quantum chemistry calculation of a molecular structure, CH4Se, from OMol25.

## Properties
E_tot in Eh: -2441.8344
Gap between HOMO and LUMO in eV: 8.038
Strongest force on any atom in eV/Å: 4.10
Charge: 0
LUMO level in eV: -0.7
ΔE to the lowest compared entry with this formula, charge and spin in kcal per mole: 39.0

Positions of all 6 atoms, in Å:
1 H 1.49043 1.04523 1.45226
2 H -0.33206 -1.48148 -0.57291
3 C -0.37053 -0.36382 -0.67745
4 Se 0.31188 0.40402 1.70491
5 H -1.31103 0.19910 -0.43122
6 H 0.21132 0.19696 -1.47559